No. 1
Density functional theory data (wB97M-V/def2-TZVPD) for a cluster of 6 separate species, C50H53BN6S2 in total at a distorted geometry.

Atoms and positions in Å:
S  -0.28  -1.76  -0.67
C  -1.22  -0.42  -0.50
S  -2.10  0.17  -1.99
C  -0.81  0.06  -3.34
C  -1.11  -1.05  -4.43
C  0.12  -2.06  -4.68
B  -0.06  -3.47  -3.93
C  1.02  -4.21  -2.99
C  2.52  -3.73  -3.19
C  2.91  -2.41  -2.43
C  3.01  -2.56  -0.88
C  2.98  -1.29  -0.10
C  3.02  -1.23  1.35
C  3.11  -2.50  2.11
C  3.16  -3.76  1.35
C  3.11  -3.80  -0.13
N  -1.31  0.17  0.83
C  -1.26  1.62  0.81
C  -1.98  2.42  1.83
C  -1.91  3.89  1.86
C  -1.17  4.66  0.85
C  -0.45  3.87  -0.16
C  -0.48  2.41  -0.17
C  -2.47  -0.36  1.53
C  -2.20  -0.96  2.85
C  -3.26  -1.55  3.68
C  -4.63  -1.50  3.14
C  -4.90  -0.89  1.84
C  -3.84  -0.29  1.00
H  -0.76  1.07  -3.83
H  0.22  -0.12  -2.91
H  -1.22  -0.50  -5.41
H  -2.08  -1.58  -4.27
H  1.12  -1.59  -4.50
H  0.08  -2.29  -5.79
H  -1.12  -4.01  -4.05
H  0.78  -4.18  -1.90
H  1.00  -5.31  -3.28
H  3.21  -4.55  -2.82
H  2.69  -3.57  -4.29
H  2.14  -1.60  -2.63
H  3.90  -2.02  -2.79
H  2.89  -0.31  -0.64
H  2.98  -0.26  1.91
H  3.12  -2.46  3.23
H  3.20  -4.71  1.96
H  3.12  -4.78  -0.66
H  -2.58  1.95  2.65
H  -2.47  4.43  2.67
H  -1.17  5.77  0.93
H  0.14  4.41  -0.95
H  0.10  1.91  -0.98
H  -1.16  -0.98  3.23
H  -3.00  -2.01  4.66
H  -5.44  -1.97  3.74
H  -5.95  -0.89  1.48
H  -4.04  0.17  0.01
N  -1.70  7.79  1.35
C  -2.81  8.37  1.83
C  -2.88  9.69  2.24
C  -1.73  10.46  2.15
C  -0.57  9.89  1.66
C  -0.60  8.56  1.27
H  -3.67  7.72  1.88
H  -3.80  10.10  2.61
H  -1.74  11.50  2.46
H  0.35  10.47  1.58
H  0.28  8.07  0.88
N  -1.09  1.25  -7.01
C  -2.38  1.58  -7.17
C  -2.82  2.64  -7.94
C  -1.87  3.41  -8.59
C  -0.53  3.10  -8.44
C  -0.19  2.01  -7.65
H  -3.08  0.95  -6.64
H  -3.87  2.85  -8.04
H  -2.17  4.25  -9.21
H  0.24  3.68  -8.93
H  0.84  1.73  -7.50
N  6.76  1.13  2.75
C  5.70  0.38  3.07
C  5.15  0.31  4.34
C  5.73  1.07  5.34
C  6.83  1.86  5.04
C  7.30  1.85  3.73
H  5.28  -0.20  2.25
H  4.29  -0.31  4.54
H  5.34  1.05  6.35
H  7.32  2.46  5.79
H  8.16  2.45  3.44
N  3.27  -2.59  5.66
C  4.03  -2.85  6.72
C  3.55  -3.36  7.92
C  2.20  -3.62  8.02
C  1.38  -3.36  6.93
C  1.96  -2.86  5.78
H  5.09  -2.62  6.60
H  4.22  -3.54  8.75
H  1.78  -4.02  8.94
H  0.31  -3.56  6.97
H  1.36  -2.64  4.90
N  -3.68  -4.40  -3.53
C  -4.66  -5.24  -3.89
C  -5.47  -5.90  -2.99
C  -5.26  -5.69  -1.64
C  -4.25  -4.83  -1.24
C  -3.49  -4.21  -2.22
H  -4.78  -5.37  -4.96
H  -6.26  -6.56  -3.33
H  -5.88  -6.19  -0.90
H  -4.05  -4.64  -0.19
H  -2.69  -3.53  -1.97

Output
**Electronic energy**: -83991.38563 eV
**SMILES string**: S=C(SCCCBCCCc1ccccc1)N(c1ccccc1)c1ccccc1.c1ccncc1.c1ccncc1.c1ccncc1.c1ccncc1.c1ccncc1

Atom charges from the Mulliken analysis, given in e for atoms 1 to 99:
1 S -0.1706
2 C -0.4560
3 S -0.0715
4 C -0.5109
5 C 0.3973
6 C -0.9667
7 B 0.2025
8 C -0.4066
9 C -1.0108
10 C 0.5777
11 C 0.4734
12 C -0.2321
13 C -1.0333
14 C -0.1349
15 C -0.7689
16 C -0.3456
17 N 0.5986
18 C 0.9560
19 C -0.3530
20 C -0.8215
21 C -0.1121
22 C -0.7541
23 C -0.1601
24 C -0.1802
25 C -0.2032
26 C -0.5521
27 C -0.4584
28 C -0.8212
29 C -0.0346
30 H 0.4682
31 H 0.0319
32 H -0.1554
33 H 0.3540
34 H 0.2641
35 H 0.2417
36 H -0.1196
37 H 0.2430
38 H 0.2892
39 H 0.4734
40 H 0.4099
41 H -0.6560
42 H 0.4197
43 H 0.1999
44 H 0.6884
45 H 0.4769
46 H 0.3138
47 H 0.2224
48 H 0.2828
49 H 0.3137
50 H 0.4956
51 H 0.3089
52 H 0.2507
53 H 0.4209
54 H 0.3862
55 H 0.3491
56 H 0.3452
57 H 0.3601
58 N -0.3848
59 C -0.2486
60 C -0.6190
61 C -0.0590
62 C -0.7088
63 C -0.0355
64 H 0.4054
65 H 0.3495
66 H 0.3702
67 H 0.3407
68 H 0.3839
69 N -0.2935
70 C -0.0234
71 C -0.6763
72 C -0.0841
73 C -0.5826
74 C -0.2389
75 H 0.3684
76 H 0.3502
77 H 0.3708
78 H 0.3577
79 H 0.3875
80 N -0.5370
81 C -0.3684
82 C -0.0381
83 C -0.5234
84 C -0.3085
85 C -0.2784
86 H 0.5992
87 H 0.3258
88 H 0.4039
89 H 0.3674
90 H 0.3599
91 N -0.2742
92 C -0.3170
93 C -0.5675
94 C -0.1508
95 C -0.6892
96 C -0.0781
97 H 0.4598
98 H 0.3688
99 H 0.3736


No. 2
Density functional theory data (wB97M-V/def2-TZVPD) for a structure of composition C50H53N12O3SSc at a distorted geometry.

Atoms and positions in Å:
Sc  -1.11  -0.56  -0.40
C  1.89  4.01  4.83
C  1.23  3.14  3.80
C  1.99  2.03  3.27
C  1.34  1.02  2.66
C  -0.11  1.05  2.46
N  -0.87  0.01  2.54
C  -0.42  -1.10  3.24
C  0.29  -0.85  4.43
C  0.79  -1.84  5.24
C  0.60  -3.17  4.90
C  1.15  -4.29  5.72
C  -0.17  -3.44  3.78
C  -0.73  -2.46  2.97
N  -1.56  -2.90  1.92
C  -2.01  -4.17  1.76
C  -2.92  -4.18  0.73
C  -2.97  -2.86  0.29
N  -2.13  -2.09  1.00
C  -0.73  2.44  2.39
C  -0.03  3.33  3.40
N  -2.19  2.61  0.48
C  -3.44  2.95  1.22
C  -4.26  1.92  1.13
C  -3.56  0.81  0.42
N  -2.15  1.19  0.45
H  2.45  3.39  5.53
H  1.14  4.58  5.38
H  2.59  4.70  4.37
H  3.05  1.97  3.45
H  1.85  0.12  2.34
H  0.41  0.18  4.73
H  1.33  -1.57  6.14
H  1.98  -3.96  6.34
H  1.49  -5.10  5.08
H  0.38  -4.68  6.38
H  -0.32  -4.48  3.55
H  -1.69  -5.00  2.36
H  -3.47  -5.02  0.36
H  -3.61  -2.45  -0.46
H  -0.63  4.11  3.85
H  -3.58  3.93  1.63
H  -5.26  1.85  1.51
H  -3.71  -0.16  0.91
O  -4.70  -2.49  -6.96
N  -3.67  -2.82  -6.39
O  -2.78  -3.45  -6.93
C  -3.50  -2.38  -5.04
C  -4.56  -1.70  -4.46
C  -4.44  -1.07  -3.24
C  -5.55  -0.54  -2.47
C  -5.32  0.20  -1.38
C  -3.92  0.67  -1.09
N  -2.88  -0.20  -1.60
C  -3.17  -1.01  -2.62
C  -2.16  -1.93  -3.06
N  -1.12  -2.13  -2.21
C  -0.20  -3.02  -2.56
C  -0.26  -3.75  -3.74
C  -1.32  -3.57  -4.61
C  -2.32  -2.63  -4.29
H  -5.50  -1.65  -5.01
H  -6.55  -0.85  -2.74
H  -6.09  0.52  -0.71
H  -3.79  1.68  -1.55
H  0.61  -3.19  -1.86
H  0.51  -4.48  -3.96
H  -1.40  -4.16  -5.51
C  3.71  -3.24  2.22
C  3.22  -3.66  0.83
N  3.32  -2.60  -0.15
C  4.55  -2.47  -0.92
C  5.48  -1.43  -0.31
C  2.34  -1.72  -0.34
S  0.96  -1.81  0.67
N  2.52  -0.81  -1.29
C  1.64  0.04  -1.76
O  0.42  0.21  -1.39
C  2.19  0.87  -2.86
C  3.56  1.13  -2.91
C  4.10  1.83  -3.98
C  3.27  2.28  -4.99
C  1.90  2.05  -4.93
C  1.36  1.35  -3.87
H  3.59  -4.07  2.91
H  3.13  -2.40  2.58
H  4.76  -2.96  2.18
H  2.17  -3.96  0.90
H  3.80  -4.51  0.47
H  4.29  -2.18  -1.93
H  5.04  -3.45  -0.94
H  4.95  -0.50  -0.16
H  6.32  -1.25  -0.98
H  5.88  -1.76  0.65
H  4.19  0.76  -2.12
H  5.16  2.01  -4.02
H  3.69  2.81  -5.84
H  1.26  2.40  -5.73
H  0.31  1.11  -3.84
C  -0.89  4.67  1.01
C  -0.88  3.12  0.97
N  0.12  2.71  -0.01
C  -0.24  3.09  -1.37
C  -0.60  4.59  -1.42
N  -0.11  5.19  -0.15
C  1.33  4.85  0.02
C  1.40  3.33  0.29
H  -0.41  5.03  1.92
H  -1.90  5.08  0.96
H  -2.35  3.02  -0.47
H  -1.76  2.30  2.73
H  -1.03  2.45  -1.76
H  0.63  2.87  -1.99
H  -1.68  4.77  -1.49
H  -0.13  5.09  -2.26
H  -0.21  6.20  -0.19
H  1.74  5.43  0.85
H  1.86  5.13  -0.89
H  1.67  3.12  1.32
H  2.15  2.87  -0.36

Output
**ΔE to the lowest compared entry with this formula, charge and spin**: 135.7 kcal/mol
**Total charge**: +2

Atom charges from the Mulliken analysis, given in e for atoms 1 to 99:
1 Sc -2.3985
2 C -1.5391
3 C 0.9884
4 C -1.8337
5 C 0.1929
6 C 1.1638
7 N -0.1671
8 C 0.7363
9 C -0.4354
10 C -1.1945
11 C 0.1993
12 C -1.9279
13 C -0.9881
14 C 0.7018
15 N 0.3103
16 C 0.0946
17 C -1.8167
18 C -0.2868
19 N 0.8603
20 C 0.7078
21 C -1.8348
22 N 0.4681
23 C -0.2504
24 C -1.0556
25 C -0.3639
26 N 0.8469
27 H 0.4188
28 H 0.4636
29 H 0.2725
30 H 0.6457
31 H 0.4367
32 H 0.5627
33 H 0.4779
34 H 0.4222
35 H 0.4120
36 H 0.3842
37 H 0.2931
38 H 0.4574
39 H 0.5473
40 H 0.5818
41 H 0.6098
42 H 0.5266
43 H 0.6123
44 H -0.0213
45 O -0.6563
46 N 1.0526
47 O -0.6613
48 C -0.6410
49 C -0.4678
50 C 0.1862
51 C -1.4636
52 C -1.2084
53 C 0.9106
54 N 1.1824
55 C 0.3716
56 C -0.3644
57 N 0.8269
58 C -0.3359
59 C -1.3408
60 C -0.7592
61 C 1.0275
62 H 0.5989
63 H 0.4909
64 H 0.4763
65 H -0.0402
66 H 0.5157
67 H 0.5351
68 H 0.6078
69 C -0.7418
70 C -0.8930
71 N 0.3993
72 C -0.5839
73 C -1.0529
74 C -0.5138
75 S 0.5814
76 N -0.1205
77 C -0.6636
78 O 0.9466
79 C 0.6029
80 C -0.4505
81 C -0.7480
82 C -0.6198
83 C -0.9585
84 C 0.0237
85 H 0.3965
86 H 0.0037
87 H 0.3412
88 H 0.3864
89 H 0.5555
90 H 0.4189
91 H 0.4520
92 H 0.1553
93 H 0.3602
94 H 0.3672
95 H 0.4727
96 H 0.4785
97 H 0.4296
98 H 0.4952
99 H 0.4762